{
  "formula": "C42H54AsCaClF5N2O3PS6Si3",
  "method": "ωB97M-V with the def2-TZVPD basis set",
  "elements": ["Ca", "Cl", "C", "S", "C", "C", "S", "S", "C", "S", "S", "H", "H", "H", "O", "P", "C", "C", "C", "C", "C", "C", "C", "C", "C", "C", "C", "C", "C", "C", "C", "C", "C", "C", "H", "H", "H", "H", "H", "H", "H", "H", "H", "H", "H", "H", "H", "H", "H", "S", "C", "N", "C", "Si", "C", "C", "As", "Si", "C", "C", "C", "Si", "C", "C", "C", "H", "H", "H", "H", "H", "H", "H", "H", "H", "H", "H", "H", "H", "H", "H", "H", "H", "H", "H", "H", "H", "H", "H", "H", "H", "H", "H", "C", "N", "C", "C", "C", "O", "H", "H", "H", "H", "H", "H", "H", "H", "H", "F", "C", "C", "F", "C", "F", "C", "O", "C", "F", "C", "F"],
  "positions_angstrom": [[-0.9014, -0.4218, 0.1122], [-3.4894, -0.8734, 0.0370], [-0.5099, 6.0761, 1.2163], [0.0200, 5.3330, 2.7766], [-1.4406, 4.4812, 3.2279], [-1.9501, 3.3881, 2.5979], [-1.3712, 2.5928, 1.1936], [-3.4239, 2.7795, 3.3421], [-3.5872, 3.9260, 4.6184], [-4.8165, 3.9164, 5.7330], [-2.3273, 5.0885, 4.6066], [0.3640, 6.5599, 0.7791], [-1.2958, 6.8123, 1.3780], [-0.8539, 5.2813, 0.5558], [-0.0480, -1.4307, -1.6595], [-0.2658, -1.5810, -3.1335], [0.1685, -3.2673, -3.6075], [0.9393, -4.0045, -2.7145], [1.2935, -5.3096, -3.0227], [0.8812, -5.8784, -4.2186], [0.0976, -5.1507, -5.1052], [-0.2665, -3.8497, -4.7955], [0.7111, -0.4569, -4.1456], [1.0853, 0.7653, -3.6028], [1.8102, 1.6696, -4.3692], [2.1654, 1.3544, -5.6708], [1.8048, 0.1251, -6.2115], [1.0827, -0.7794, -5.4507], [-1.9786, -1.3556, -3.6457], [-2.9560, -2.0722, -2.9603], [-4.2895, -1.9339, -3.3132], [-4.6477, -1.0938, -4.3561], [-3.6765, -0.3742, -5.0413], [-2.3429, -0.4990, -4.6833], [1.2463, -3.5507, -1.7811], [1.8885, -5.8805, -2.3220], [1.1589, -6.8980, -4.4565], [-0.2403, -5.6009, -6.0303], [-0.9097, -3.2940, -5.4692], [0.8529, 0.9841, -2.5714], [2.1323, 2.6037, -3.9250], [2.7551, 2.0503, -6.2548], [2.1142, -0.1405, -7.2146], [0.8331, -1.7468, -5.8679], [-2.6877, -2.7012, -2.1211], [-5.0439, -2.4564, -2.7410], [-5.6917, -0.9831, -4.6244], [-3.9582, 0.2970, -5.8435], [-1.5873, 0.0783, -5.2012], [-1.4039, -4.7954, 2.5258], [-1.0111, -3.3555, 1.8575], [-0.6753, -2.3338, 1.3979], [0.6202, 1.8577, 4.2930], [1.2448, 0.1237, 3.9441], [2.5945, -0.2868, 5.1986], [-0.1709, -1.0484, 4.2879], [1.9009, -0.0646, 1.6639], [3.2855, -1.9690, 1.8214], [4.7593, -1.7382, 2.9864], [2.3412, -3.4510, 2.4594], [3.9291, -2.3769, 0.1099], [3.5499, 1.6454, 1.4365], [4.0606, 2.4175, 3.0839], [2.7242, 2.9878, 0.4309], [5.1939, 1.1195, 0.6926], [-0.2661, 1.7877, 4.9320], [0.3276, 2.3630, 3.3752], [1.3534, 2.4752, 4.8132], [2.2866, 0.1459, 6.1564], [3.5737, 0.1176, 4.9423], [2.6887, -1.3668, 5.3334], [-0.4283, -0.9452, 5.3484], [0.0622, -2.0934, 4.0879], [-1.0565, -0.7975, 3.7010], [4.5093, -2.0529, 4.0005], [5.1228, -0.7126, 3.0322], [5.5791, -2.3691, 2.6271], [1.8979, -3.2856, 3.4435], [3.0394, -4.2914, 2.5419], [1.5327, -3.7354, 1.7880], [4.7119, -1.6899, -0.2127], [3.1341, -2.3171, -0.6336], [4.3380, -3.3935, 0.1214], [3.2273, 2.7661, 3.6880], [4.6797, 3.2886, 2.8392], [4.6727, 1.7386, 3.6832], [1.9495, 3.4827, 1.0238], [2.2720, 2.5338, -0.4500], [3.4576, 3.7269, 0.0942], [5.8470, 0.6713, 1.4429], [5.6806, 2.0294, 0.3270], [5.0764, 0.4448, -0.1505], [-3.9012, 2.0587, -1.8492], [-2.7498, 2.9066, -2.1259], [-3.0242, 4.3117, -2.3360], [-1.5090, 2.4470, -1.8778], [-0.3568, 3.4088, -2.0229], [-1.3184, 1.2671, -1.5737], [-4.3892, 2.3781, -0.9250], [-3.5849, 1.0302, -1.7065], [-4.6073, 2.1284, -2.6800], [-3.9864, 4.4035, -2.8394], [-2.2676, 4.7750, -2.9653], [-3.0792, 4.8557, -1.3867], [-0.5500, 4.3439, -1.5023], [-0.1768, 3.6204, -3.0806], [0.5275, 2.9503, -1.5918], [6.0475, 0.0188, -6.1108], [5.3355, 0.1024, -4.9597], [4.5469, -0.9506, -4.5308], [4.4656, -2.0600, -5.2942], [3.8377, -0.8763, -3.3518], [3.0623, -1.9339, -3.0215], [3.8341, 0.2663, -2.4974], [3.1488, 0.3618, -1.4439], [4.6770, 1.3104, -2.9898], [4.7237, 2.4697, -2.2929], [5.3898, 1.2367, -4.1656], [6.1417, 2.2836, -4.5685]],
  "forces_ev_per_angstrom": [[-0.41, 0.68, 0.38], [-0.16, -0.05, -0.01], [0.03, 0.02, -0.02], [0.00, -0.03, 0.02], [-0.02, -0.02, -0.02], [-0.01, -0.02, 0.01], [0.05, 0.04, -0.03], [-0.01, -0.01, 0.00], [0.00, -0.03, 0.03], [0.01, 0.01, -0.02], [0.00, 0.02, 0.00], [0.00, 0.00, 0.00], [0.00, 0.00, 0.01], [-0.02, -0.01, 0.00], [0.07, -0.05, -0.57], [0.18, -0.11, 0.07], [-0.10, -0.03, -0.01], [0.01, 0.00, -0.01], [0.01, 0.01, 0.00], [0.00, 0.00, 0.00], [0.00, 0.00, 0.00], [-0.03, -0.02, 0.01], [-0.01, -0.01, -0.03], [-0.05, 0.00, 0.01], [-0.01, -0.01, 0.00], [-0.01, -0.01, 0.00], [-0.01, 0.02, 0.02], [0.01, 0.02, -0.04], [0.02, -0.02, -0.08], [-0.02, 0.03, 0.02], [0.01, 0.00, 0.02], [0.00, 0.01, 0.00], [-0.01, 0.01, 0.01], [0.01, 0.00, 0.02], [-0.01, 0.00, -0.01], [0.00, 0.00, 0.00], [0.00, 0.00, 0.00], [0.00, 0.00, 0.00], [0.00, 0.00, 0.01], [-0.01, -0.04, -0.02], [0.00, 0.00, -0.01], [0.00, 0.00, 0.00], [0.00, 0.00, -0.01], [0.01, 0.01, 0.00], [0.01, 0.00, 0.01], [0.00, 0.00, 0.00], [0.00, 0.01, 0.00], [0.00, 0.00, 0.00], [0.01, 0.00, 0.00], [-0.01, 0.00, 0.01], [0.11, -0.03, 0.00], [-0.08, -0.35, 0.11], [0.03, 0.01, 0.07], [0.03, -0.07, -0.11], [-0.02, 0.01, 0.04], [-0.02, 0.05, 0.05], [0.24, 0.07, 0.24], [-0.04, 0.05, -0.05], [0.04, -0.04, -0.05], [0.03, -0.01, 0.00], [0.00, -0.05, 0.07], [-0.13, -0.02, 0.01], [0.10, 0.01, -0.06], [0.00, 0.01, 0.01], [0.00, 0.00, 0.01], [-0.01, 0.02, -0.02], [0.00, 0.05, -0.06], [0.06, 0.02, 0.00], [0.02, -0.04, 0.03], [-0.04, 0.02, 0.00], [0.02, 0.01, -0.02], [-0.02, -0.01, -0.01], [0.00, -0.01, -0.01], [0.01, 0.00, 0.00], [-0.01, 0.00, -0.01], [0.01, 0.03, -0.02], [0.01, 0.01, 0.03], [0.02, 0.01, -0.01], [-0.01, -0.01, 0.01], [0.01, -0.02, -0.01], [0.00, 0.00, 0.01], [-0.01, 0.00, 0.03], [0.01, 0.01, -0.03], [-0.10, 0.01, 0.04], [0.01, -0.01, 0.03], [-0.04, 0.00, 0.00], [-0.03, -0.01, -0.03], [0.06, -0.03, -0.01], [-0.01, 0.02, 0.03], [0.02, -0.04, 0.02], [0.00, 0.00, -0.01], [-0.02, 0.03, 0.02], [0.00, 0.04, 0.03], [0.01, -0.02, -0.08], [0.00, 0.01, 0.03], [-0.18, 0.00, 0.06], [-0.01, -0.02, -0.03], [0.36, -0.08, -0.05], [0.00, 0.01, 0.00], [-0.01, -0.02, -0.01], [0.00, -0.01, -0.01], [0.01, 0.00, 0.00], [0.00, 0.00, -0.01], [-0.01, 0.00, 0.01], [0.00, 0.01, 0.02], [0.00, 0.00, 0.01], [0.00, 0.02, 0.00], [-0.01, 0.01, 0.00], [0.02, 0.06, 0.03], [-0.04, -0.05, 0.01], [0.01, 0.02, 0.01], [0.08, -0.03, -0.04], [0.01, 0.03, -0.01], [0.15, 0.02, 0.05], [-0.15, -0.01, -0.12], [0.00, -0.04, 0.04], [0.00, 0.03, -0.01], [-0.01, -0.07, -0.03], [0.00, 0.01, 0.00]],
  "charge": -2,
  "relative_energy_kcal_mol": 0.9,
  "total_energy_ev": -256886.95384,
  "homo_lumo_gap_ev": 6.66,
  "lumo_ev": 3.7,
  "homo_energy_ha": -0.110
}